[1]
Molecular formula: C18H37NO7S
Method: DFT, the ωB97M-V functional and the def2-TZVPD basis

Atoms and positions in Å:
C  -2.78  -4.61  -6.25
C  -1.54  -5.55  -5.77
C  -0.54  -4.94  -4.65
C  -1.01  -3.57  -3.90
O  -0.03  -3.52  -2.77
O  -2.29  -3.57  -3.12
S  -2.62  -1.87  -2.98
O  -3.99  -1.71  -3.73
O  -2.98  -1.51  -1.50
O  -1.24  -1.12  -3.67
C  -0.67  -2.09  -4.61
O  -1.22  -1.80  -5.94
N  0.82  -1.73  -4.66
C  0.88  -0.47  -5.25
O  0.77  0.56  -6.14
H  -3.42  -4.13  -5.39
H  -2.42  -3.82  -7.07
H  -3.54  -5.32  -6.84
H  -1.95  -6.63  -5.47
H  -0.88  -5.75  -6.75
H  0.56  -4.79  -5.11
H  -0.41  -5.77  -3.81
H  -0.18  -4.33  -2.17
H  -0.71  -2.43  -6.56
C  2.56  -0.84  2.98
C  1.52  0.09  2.38
C  0.48  -0.64  1.53
C  1.03  -1.34  0.29
C  1.79  -0.45  -0.70
C  0.93  0.65  -1.30
H  3.15  -1.33  2.20
H  3.25  -0.27  3.61
H  2.09  -1.61  3.60
H  2.01  0.88  1.80
H  0.99  0.60  3.20
H  -0.29  0.08  1.22
H  -0.04  -1.38  2.15
H  0.20  -1.82  -0.24
H  1.69  -2.16  0.60
H  2.18  -1.08  -1.51
H  2.67  0.00  -0.21
H  0.07  0.22  -1.83
H  1.52  1.23  -2.02
H  0.56  1.34  -0.54
C  1.46  4.02  2.82
C  1.39  4.97  4.00
C  1.21  4.26  5.34
C  -0.09  3.45  5.48
C  -1.38  4.25  5.29
C  -1.57  5.36  6.31
H  0.54  3.46  2.70
H  1.63  4.59  1.89
H  2.29  3.31  2.94
H  0.59  5.70  3.84
H  2.32  5.55  4.04
H  1.27  5.00  6.15
H  2.05  3.58  5.50
H  -0.11  3.00  6.48
H  -0.08  2.62  4.77
H  -2.23  3.56  5.36
H  -1.42  4.68  4.28
H  -1.58  4.95  7.33
H  -2.52  5.87  6.14
H  -0.77  6.11  6.25

Computed properties:
SMILES string	CCC[C@]1(O)OS(=O)(=O)O[C@@]1(O)N=C=O.CCCCCC.CCCCCC
orbital gap	0.347	hartree
total energy	-45915.6654	eV
relative energy (zero: lowest compared OMol25 entry of this formula, charge and spin)	3.1761	eV
E_HOMO	-10.726	eV
lowest unoccupied orbital energy	-1.27	eV
strongest force on any atom	11.7	eV Å⁻¹

[2]
Molecular formula: C5H39NO14
Method: DFT, the ωB97M-V functional and the def2-TZVPD basis

Atoms and positions in Å:
C  -1.47  0.95  -1.73
C  -1.62  1.27  -0.23
C  -3.12  1.43  0.03
C  -0.96  2.60  0.10
N  -0.13  0.54  -2.08
C  0.07  -0.77  -2.57
O  0.41  -1.78  -1.55
H  -2.12  0.13  -2.01
H  -1.84  1.85  -2.22
H  -1.20  0.48  0.40
H  -3.35  2.01  0.93
H  -3.72  0.51  0.16
H  -3.58  1.95  -0.82
H  -1.27  3.49  -0.46
H  0.11  2.43  -0.05
H  -1.06  2.81  1.16
H  0.69  1.01  -1.78
H  1.02  -0.82  -3.10
H  -0.78  -1.06  -3.15
H  0.12  -1.48  -0.67
H  2.38  -3.22  -1.64
H  2.33  -4.74  -0.93
O  2.53  -4.16  -1.67
H  1.16  -0.69  2.86
H  1.23  -1.19  1.50
O  0.95  -1.51  2.38
H  2.69  3.34  -2.10
H  1.58  2.51  -1.40
O  2.41  2.44  -1.89
H  -2.45  0.40  2.35
H  -2.38  -1.13  2.08
O  -2.96  -0.34  2.00
H  1.06  1.35  2.29
H  2.18  1.02  1.17
O  1.21  1.08  1.36
H  3.21  0.57  -1.52
H  2.51  -0.79  -1.42
O  3.32  -0.32  -1.17
H  -0.63  -2.26  2.28
H  -1.48  -3.34  1.67
O  -1.57  -2.51  2.14
H  -1.68  -0.64  5.12
H  -0.31  -1.28  4.75
O  -0.81  -0.47  4.76
H  0.68  1.60  -4.26
H  2.16  1.95  -3.92
O  1.48  2.00  -4.59
H  -3.88  -0.79  0.18
H  -4.87  -0.43  -1.00
O  -3.95  -0.51  -0.74
H  4.14  0.46  0.38
H  4.33  0.71  1.94
O  3.90  1.02  1.14
H  1.51  2.13  4.61
H  0.35  1.21  4.51
O  1.17  1.44  4.03
H  0.60  -4.40  -3.07
H  -0.20  -3.58  -2.10
O  -0.13  -4.48  -2.43

Computed properties:
orbital gap	0.312	hartree
total energy	-35970.9047	eV
relative energy (zero: lowest compared OMol25 entry of this formula, charge and spin)	5.6548	eV
E_HOMO	-8.518	eV
lowest unoccupied orbital energy	-0.04	eV
strongest force on any atom	6.1	eV Å⁻¹

[3]
Molecular formula: CHNOS2
Method: DFT, the ωB97M-V functional and the def2-TZVPD basis

Atoms and positions in Å:
C  2.56  0.12  1.17
N  2.66  -0.77  0.44
O  2.32  1.15  1.79
S  -0.54  0.52  0.91
S  0.71  2.04  0.53
H  -0.55  -0.05  -0.31

Computed properties:
orbital gap (spin up / spin down)	0.266 / 0.266	hartree
total energy	-26258.5350	eV
relative energy (zero: lowest compared OMol25 entry of this formula, charge and spin)	1.3526	eV
E_HOMO (spin up / spin down)	-10.208 / -10.209	eV
lowest unoccupied orbital energy (spin up / spin down)	-2.98 / -2.98	eV
strongest force on any atom	3.0	eV Å⁻¹

[4]
Molecular formula: C23H30N2O7
Method: DFT, the ωB97M-V functional and the def2-TZVPD basis

Atoms and positions in Å:
C  -2.24  -5.51  -0.60
C  -2.87  -4.14  -0.37
O  -1.83  -3.24  -0.06
C  -2.14  -1.92  0.17
C  -3.42  -1.39  0.15
C  -3.67  -0.03  0.38
N  -5.00  0.37  0.36
C  -5.49  1.55  1.05
C  -5.69  2.72  0.08
O  -6.53  2.36  -0.99
C  -6.01  1.25  -1.69
C  -5.85  0.04  -0.76
C  -2.57  0.81  0.65
O  -2.82  2.14  0.87
C  -1.75  3.05  0.97
C  -1.08  3.35  -0.36
C  -1.29  0.26  0.69
C  -1.06  -1.08  0.45
N  0.22  -1.65  0.46
C  1.41  -1.07  0.73
O  1.58  0.09  1.02
C  2.57  -2.08  0.67
O  3.81  -1.39  0.68
C  4.05  -0.66  -0.43
O  3.33  -0.69  -1.40
C  5.28  0.12  -0.30
C  6.16  0.15  0.82
C  7.16  1.01  0.50
C  8.36  1.47  1.24
O  6.94  1.52  -0.74
C  5.81  0.98  -1.22
C  5.34  1.37  -2.57
H  -1.72  -5.83  0.30
H  -3.02  -6.24  -0.84
H  -1.54  -5.46  -1.42
H  -3.59  -4.19  0.47
H  -3.40  -3.81  -1.27
H  -4.26  -2.03  -0.02
H  -4.81  1.83  1.85
H  -6.46  1.28  1.48
H  -6.18  3.56  0.58
H  -4.71  3.05  -0.30
H  -6.71  1.03  -2.49
H  -5.02  1.51  -2.11
H  -5.42  -0.79  -1.33
H  -6.83  -0.25  -0.38
H  -2.22  3.96  1.36
H  -1.01  2.71  1.71
H  -0.60  2.46  -0.77
H  -0.32  4.12  -0.23
H  -1.82  3.71  -1.08
H  -0.43  0.88  0.90
H  0.20  -2.64  0.23
H  2.57  -2.71  1.56
H  2.48  -2.69  -0.23
H  6.05  -0.41  1.73
H  9.26  1.23  0.68
H  8.33  2.55  1.40
H  8.40  0.97  2.21
H  6.05  1.06  -3.33
H  4.38  0.90  -2.76
H  5.24  2.46  -2.64

Computed properties:
SMILES string	CCOc1cc(N2CCOCC2)c(OCC)cc1NC(=O)COC(=O)c1cc(C)oc1C
orbital gap	0.282	hartree
total energy	-41650.1005	eV
relative energy (zero: lowest compared OMol25 entry of this formula, charge and spin)	0.6277	eV
E_HOMO	-6.993	eV
lowest unoccupied orbital energy	0.68	eV
strongest force on any atom	1.2	eV Å⁻¹

[5]
Molecular formula: C7H5BrF3N2O2
Method: DFT, the ωB97M-V functional and the def2-TZVPD basis

Atoms and positions in Å:
C  1.82  0.14  -0.68
C  1.29  -1.01  -0.09
C  0.94  0.83  -1.53
C  -1.57  2.10  0.71
C  -0.07  -1.39  -0.32
C  -0.79  -0.53  -1.14
C  -0.63  -2.64  0.33
N  -0.33  0.50  -1.70
N  -2.63  1.40  0.50
O  -1.79  3.46  0.63
O  -0.45  1.65  1.11
F  0.15  -3.11  1.30
F  -1.81  -2.38  0.82
F  -0.81  -3.62  -0.58
Br  5.63  0.33  1.48
H  2.98  0.48  -0.56
H  1.93  -1.79  0.47
H  1.33  1.72  -2.15
H  -2.73  3.48  0.84
H  -2.46  0.39  0.55

Computed properties:
total charge	-1
orbital gap (spin up / spin down)	0.195 / 0.103	hartree
total energy	-92608.4416	eV
relative energy (zero: lowest compared OMol25 entry of this formula, charge and spin)	3.5646	eV
E_HOMO (spin up / spin down)	-3.763 / -3.763	eV
lowest unoccupied orbital energy (spin up / spin down)	1.54 / -0.95	eV
strongest force on any atom	4.6	eV Å⁻¹

[6]
Molecular formula: C12H28AlBNO5S2
Method: DFT, the ωB97M-V functional and the def2-TZVPD basis

Atoms and positions in Å:
C  1.95  -0.15  -4.58
C  1.91  1.18  -4.08
Al  0.70  2.48  -5.17
B  -1.26  2.02  -4.50
O  -1.83  2.70  -3.35
N  -2.14  0.95  -5.12
C  -2.20  -0.14  -4.09
C  -1.50  0.35  -6.32
H  1.84  -1.06  -3.94
H  2.05  -0.24  -5.70
H  2.46  1.49  -3.15
H  0.87  2.02  -6.70
H  1.11  3.99  -4.90
H  -1.59  2.24  -2.53
H  -2.30  -1.16  -4.56
H  -3.04  0.04  -3.36
H  -1.20  -0.14  -3.54
H  -2.19  -0.49  -6.67
H  -1.48  1.11  -7.15
H  -0.50  -0.11  -6.12
C  -1.23  1.17  2.13
C  -0.52  2.53  2.12
C  0.79  2.36  1.35
S  0.51  1.03  0.18
O  1.36  -0.08  0.53
O  0.47  1.58  -1.16
C  -1.16  0.66  0.70
H  -2.27  1.26  2.47
H  -0.71  0.49  2.80
H  -1.15  3.27  1.62
H  -0.34  2.89  3.13
H  1.06  3.26  0.81
H  1.60  2.06  2.01
H  -1.35  -0.41  0.61
H  -1.84  1.21  0.04
C  0.49  -3.85  5.52
C  1.86  -3.20  5.77
C  2.06  -2.15  4.67
S  0.43  -1.60  4.19
O  0.20  -2.00  2.82
O  0.23  -0.24  4.64
C  -0.47  -2.70  5.26
H  0.18  -4.46  6.37
H  0.55  -4.50  4.64
H  1.86  -2.71  6.75
H  2.66  -3.93  5.76
H  2.64  -1.29  5.04
H  2.55  -2.57  3.79
H  -1.40  -3.02  4.78
H  -0.70  -2.16  6.18

Computed properties:
total charge	-1
orbital gap	0.177	hartree
total energy	-53567.6639	eV
E_HOMO	-3.171	eV
lowest unoccupied orbital energy	1.65	eV
strongest force on any atom	2.4	eV Å⁻¹